114
Properties=species:S:1:pos:R:3:forces:R:3 method="wB97M-V/def2-TZVPD" total_charge=+1 homo_ev=-11.0 orbital_gap_ev=6.424 relative_energy_ev=0.237 largest_force_ev_per_a=1.06 spin_multiplicity=1 energy_ha=-12258.83052
H -0.6249 -1.0319 4.7817 0.0 0.0 0.0
C 2.9862 2.0569 -0.1106 -0.2 0.1 -0.1
H -1.2043 2.4067 2.5183 0.0 0.0 0.0
H -1.8927 -0.1938 -7.7095 0.0 0.0 0.0
C 0.2887 -2.7902 -5.7058 0.0 0.1 0.0
N -0.3343 2.3509 -0.0964 0.0 -0.2 0.0
C -0.3811 1.7959 4.4147 0.0 0.0 0.0
H 5.0734 2.4411 -0.6459 0.0 0.0 0.0
C -1.0968 -2.1944 -7.6143 0.0 0.0 0.0
H -3.5421 4.3068 -3.0417 0.0 0.0 0.0
C -3.2477 -0.0244 0.4260 -0.1 0.0 0.0
C -0.5652 -1.7945 4.0055 0.0 0.0 0.0
C -4.2793 0.5384 -2.6863 -0.1 0.0 0.1
C -5.1182 1.3335 -3.4432 0.0 0.0 0.0
C 6.5884 -1.4234 4.2232 0.0 0.0 0.0
H -1.5509 -2.4987 -8.5472 0.0 0.0 0.0
F -1.7289 -6.4779 -2.8614 0.0 0.0 0.0
H -4.0805 -1.9937 0.1473 0.0 -0.1 0.0
B -0.7692 4.9682 0.5083 0.0 0.0 -0.1
C 5.3828 -2.0700 4.4606 0.0 0.0 0.0
Ge 3.1752 0.1265 0.1664 0.1 -0.3 0.0
C -0.4746 3.4727 0.1489 -0.1 0.0 0.1
H -1.2580 1.2147 4.7057 0.0 0.0 0.0
C -2.3523 -3.0237 -3.7671 0.0 -0.1 0.0
C -2.2088 -1.6457 -1.7911 0.0 0.0 0.0
H 4.7329 2.6235 1.0810 0.0 0.0 0.0
H 7.4736 -1.7041 4.7781 0.0 0.0 0.0
H -1.6573 -2.6876 0.0106 0.0 0.0 0.0
C -4.8340 2.6864 -3.5918 0.0 0.0 0.0
C -4.9201 0.1260 2.6304 0.0 0.0 0.0
H -2.0430 -0.9677 2.6606 -0.1 0.0 0.0
C -2.0085 -4.1363 -3.0140 0.0 0.0 0.0
C 4.3012 -0.6965 2.7925 -0.1 -0.1 0.0
C -1.7692 -4.0171 -1.6526 0.0 0.0 0.0
H -0.1895 -4.1164 -7.3019 0.0 0.0 0.0
C 6.6550 -0.4217 3.2660 0.0 0.0 0.0
H -1.1148 4.9726 1.6676 0.0 0.0 0.0
H 7.5906 0.0875 3.0750 0.0 0.0 0.0
C -4.9063 -1.0218 1.8566 0.0 0.0 0.0
C -0.6817 -0.5756 -5.9541 0.0 0.0 0.0
H 4.1374 -0.3993 -2.0316 0.0 0.0 0.0
F -5.2568 0.9247 4.8191 0.0 0.0 0.0
F -5.5081 3.2049 -5.7756 0.0 0.0 0.0
H 6.2004 0.5280 -0.7851 0.0 0.0 0.0
H 6.2725 -0.9869 0.1095 0.0 0.0 0.0
C -1.4302 1.7992 -5.5915 0.0 0.0 0.0
C -0.2906 1.9554 2.8959 -0.1 0.1 -0.1
H -1.5054 -4.8883 -1.0690 0.0 0.0 0.0
H 0.5010 1.3148 4.8412 0.0 0.0 0.0
H 6.5039 -0.9803 -1.6349 0.0 0.0 0.0
H -2.7198 2.0114 0.9043 0.0 0.0 0.0
H 2.5885 2.2620 -1.1026 0.0 0.0 0.0
C -3.3165 1.1505 1.1770 0.1 -0.1 0.1
C 3.0739 -0.2981 2.0621 0.3 0.0 0.0
C -1.2958 -0.9056 -7.1562 0.0 0.0 0.0
P -2.1240 0.0006 -1.0017 0.1 -0.2 -0.1
H -4.1790 2.1276 2.8765 0.0 0.0 0.0
C -0.9964 -1.2602 2.6369 0.1 -0.1 0.0
Se 1.2918 -1.4815 -0.3644 0.0 -0.3 0.0
H -1.0054 2.2149 -6.5034 0.0 0.0 0.0
H 4.2146 -1.8189 -1.0014 0.0 0.0 0.0
H -1.6669 5.3040 -0.2368 0.0 0.0 0.0
H 1.8917 -0.3218 3.7419 0.0 0.0 0.0
H 5.5874 0.7208 1.8108 0.0 0.0 0.0
C -4.0750 -1.0954 0.7469 0.1 0.0 0.0
Se 0.4012 1.7161 -2.7790 -0.1 -0.1 -0.1
H 0.8788 -3.5072 -5.1525 0.0 0.0 0.0
H -6.0003 0.9100 -3.9054 0.0 0.0 0.0
H 0.4583 -2.1704 3.9847 0.0 0.0 0.0
F -6.1311 -0.9919 4.3185 0.0 0.0 0.0
H 4.1907 3.8434 -0.0574 0.0 0.0 0.0
C -2.4422 -1.7831 -3.1575 0.0 0.0 0.0
N -0.6948 0.6030 -5.2061 0.0 -0.1 0.0
H -0.8868 -2.0498 1.8895 -0.1 0.0 0.0
C 1.8913 -0.1795 2.6588 -0.1 0.1 0.2
C -5.8269 0.2189 3.8312 0.0 0.0 0.0
Ge 0.0874 0.2588 1.9980 0.1 -0.2 0.2
C -3.1302 1.0762 -2.0950 0.0 0.0 0.0
H 0.5169 2.6393 2.6279 0.0 0.0 0.0
F -0.7716 -5.4565 -4.5121 0.0 -0.1 0.0
F -7.0208 3.2893 -4.2330 0.0 0.0 0.0
C 0.0875 -1.4944 -5.2502 0.0 0.0 0.0
H 3.3137 -2.2295 3.9237 0.0 0.0 0.0
H -2.4749 1.5372 -5.7559 0.0 0.0 0.0
C -0.3168 -3.1194 -6.9030 0.0 0.0 0.0
H -2.5496 -3.1247 -4.8272 0.0 0.0 0.0
H -0.4724 2.7773 4.8824 0.0 0.0 0.0
Os 0.0822 0.3904 -0.6481 -0.3 1.0 -0.2
H -2.7094 -0.9206 -3.7564 0.1 -0.1 0.0
F -5.5002 4.8257 -4.3437 0.0 0.0 0.0
C -1.8633 -5.4604 -3.7158 0.0 0.0 0.0
C 4.2484 -1.7102 3.7511 0.0 0.0 0.0
H -1.2083 -2.6212 4.3131 0.0 0.0 0.0
H 0.2465 5.5912 0.3158 0.0 0.0 0.0
C 4.4394 -0.7516 -1.0398 0.1 0.0 0.0
H -1.3628 2.5245 -4.7872 0.0 0.0 0.0
H -4.5317 -0.5061 -2.5489 0.0 0.1 0.0
H 5.3274 -2.8606 5.1974 0.0 0.0 0.0
C -5.7241 3.5168 -4.4793 0.0 0.0 0.0
F -6.9806 0.8281 3.5189 0.0 0.0 0.0
C -3.7385 3.2463 -2.9613 0.0 0.0 0.0
H 1.0482 -1.2090 -3.3430 0.0 0.0 0.1
C 0.0243 0.4186 -4.0919 0.1 0.1 0.1
C 5.9372 -0.5290 -0.8196 0.0 0.0 0.0
F -2.9161 -5.7166 -4.5038 0.0 0.0 0.0
H -2.0403 2.8929 -1.7337 0.1 0.1 0.1
H -5.5348 -1.8610 2.1213 0.0 0.0 0.0
H 2.2596 2.4162 0.6193 0.0 0.0 0.0
C 4.3284 2.7703 0.0784 0.0 0.0 0.0
C -1.8667 -2.7757 -1.0481 0.0 0.0 0.0
N 0.5044 -0.8325 -4.1044 0.0 0.0 -0.1
C -2.8863 2.4398 -2.2170 0.0 -0.1 0.0
C 5.5202 -0.0701 2.5509 0.1 0.0 0.0
C -4.1415 1.2230 2.2834 0.0 0.0 0.0

---

116
Properties=species:S:1:pos:R:3:forces:R:3 method="wB97M-V/def2-TZVPD" total_charge=0 homo_ev=-9.9 orbital_gap_ev=8.576 largest_force_ev_per_a=1.77 spin_multiplicity=1 energy_ha=-8581.92098
C -17.2306 -18.2155 -18.4843 0.1 -0.4 -0.3
C -19.9649 -20.6083 -19.5460 -0.2 -0.2 0.4
C -9.9262 -15.2713 -19.4435 -0.7 -0.7 -0.5
H -13.4151 -19.5969 -19.0233 0.1 0.0 -0.5
H -23.3324 -17.3975 -20.8199 0.4 -0.1 0.1
H -15.8179 -18.8408 -24.7453 0.2 0.2 -0.4
O -24.7298 -22.9601 -20.1421 -0.4 -0.3 0.0
C -9.9458 -15.3377 -23.5407 0.0 -0.1 0.1
C -18.5303 -15.6667 -14.7012 1.2 -0.3 0.5
O -17.9260 -21.1384 -21.3597 -0.1 -0.2 -0.2
C -18.4951 -19.0156 -18.4988 -0.6 1.2 0.0
C -16.9952 -23.3715 -23.8817 0.3 -0.4 1.6
Cl -17.3566 -24.7617 -24.9236 0.0 0.0 -0.3
N -19.0707 -15.8610 -26.4594 0.1 0.0 -0.1
Cl -14.8953 -21.7301 -24.3613 0.3 0.3 -0.1
H -14.1735 -17.6660 -16.5151 -0.2 0.2 -0.1
C -18.7659 -19.9099 -19.5283 0.3 -0.9 0.0
H -18.5881 -14.7877 -14.0665 -0.3 -0.1 0.1
Cl -8.9671 -13.4560 -25.2442 -0.2 -0.2 0.1
C -22.1965 -21.2453 -22.0492 0.5 1.0 0.1
H -23.2477 -24.4002 -21.5606 0.2 0.0 0.4
O -16.9397 -17.4714 -17.5740 -0.1 0.2 0.2
Cl -12.8424 -21.4754 -20.4039 0.0 -0.1 -0.3
H -10.1140 -16.4622 -17.7432 -0.5 -0.3 0.3
C -11.9633 -20.7704 -17.9759 -0.1 -1.3 -1.0
H -11.2054 -13.9802 -24.6158 -0.1 0.4 0.1
C -10.7999 -16.1233 -18.5198 1.2 0.4 0.0
C -24.9096 -17.9855 -19.5010 -0.1 0.3 0.5
H -13.7711 -18.9917 -22.4907 -0.2 0.0 -0.2
C -14.5456 -15.8646 -15.3263 0.3 0.8 0.5
C -15.6036 -19.6503 -21.5919 -0.5 0.1 -0.1
Cl -11.4401 -16.0030 -22.7684 0.3 0.1 -0.1
H -10.1742 -13.2178 -23.2884 -0.6 0.1 0.0
C -19.5073 -18.6943 -17.5787 0.0 -0.2 0.0
C -15.2100 -12.3690 -19.4940 0.3 0.7 -0.9
Cl -8.3943 -16.1354 -19.7973 0.0 0.2 0.1
C -15.2352 -13.8671 -19.6153 -0.5 0.0 0.6
H -20.1738 -21.4202 -20.2284 0.3 0.3 -0.4
Cl -13.7332 -11.6603 -20.2511 0.1 -0.1 0.3
H -25.1943 -16.9832 -19.2026 0.3 0.1 -0.1
C -20.9135 -20.3465 -18.5818 -0.3 0.0 -0.1
Cl -19.1823 -15.2068 -16.2996 -0.1 -0.3 0.3
H -18.6946 -16.7829 -23.5175 0.0 -0.1 0.1
C -13.1932 -20.6548 -18.8835 0.1 0.8 0.8
C -16.5047 -18.0035 -24.6594 -0.9 0.8 -0.3
H -15.2443 -23.1591 -22.5225 -0.3 0.1 0.1
H -19.9780 -17.8193 -24.1719 -0.1 0.1 0.0
C -14.2818 -17.3258 -15.4882 0.4 -0.6 0.0
C -20.7719 -22.7895 -23.2291 -0.7 0.4 0.2
H -16.1800 -14.2076 -19.1879 0.1 -0.1 0.1
C -22.8944 -22.2960 -21.4653 -0.6 -0.2 -0.6
H -19.4161 -17.8367 -16.9302 0.4 -0.1 0.2
H -16.4547 -17.2530 -25.4543 0.5 -0.4 -0.3
C -16.5350 -19.3980 -20.5983 0.1 0.0 0.2
H -18.2064 -19.1769 -25.4183 0.0 0.2 -0.2
H -15.4704 -15.4983 -15.7615 0.0 -0.2 -0.2
C -24.3967 -20.6200 -20.2544 0.3 1.1 -0.5
H -26.5122 -18.7575 -18.3415 0.0 -0.2 0.1
H -15.2560 -12.0090 -18.4699 0.1 -0.3 0.1
H -17.4703 -15.8810 -14.8524 0.0 0.2 -0.2
H -14.4090 -14.3241 -19.0749 0.0 0.0 -0.1
H -17.8985 -19.1536 -23.6858 -0.7 -0.2 -0.1
C -24.1017 -22.0490 -20.6195 0.7 0.6 0.6
H -9.1451 -15.3260 -22.8036 -0.2 0.1 0.2
Cl -11.4329 -17.5283 -19.3913 0.0 -0.2 0.1
H -11.0535 -20.4858 -18.5014 -0.2 0.6 0.0
Cl -20.7954 -16.8917 -13.8575 -0.8 0.0 0.4
Cl -15.5870 -18.2671 -14.7244 -0.2 0.0 0.1
C -23.6040 -19.5401 -20.7497 0.0 -1.1 0.4
C -18.9858 -17.4114 -24.3607 0.4 -0.2 -0.4
H -16.0065 -11.8852 -20.0555 -0.2 -0.3 0.1
C -19.0519 -16.9477 -14.0559 -0.2 0.2 -1.3
H -14.9098 -24.0135 -24.0397 -0.1 -0.2 0.1
O -21.8151 -18.8908 -22.0998 0.6 0.0 -0.4
H -9.7173 -14.2869 -19.0373 0.1 0.0 0.1
C -15.1660 -17.5939 -19.7443 -0.3 -0.6 -0.3
Cl -13.1748 -14.9083 -16.0081 -0.2 -0.1 -0.3
C -25.4557 -20.3113 -19.4090 -0.2 -0.4 0.7
H -9.6315 -16.0552 -24.2934 -0.3 0.2 -0.3
C -23.8441 -18.2274 -20.3568 -0.9 -0.2 -0.2
H -14.5055 -15.5803 -14.2765 -0.3 -0.2 0.0
C -22.4588 -19.8210 -21.6767 -0.9 0.2 0.3
C -17.7535 -20.2371 -20.5663 0.0 0.2 0.3
H -10.4124 -15.2125 -20.4140 -0.1 0.4 0.0
C -14.5250 -18.8144 -21.7327 0.7 0.2 0.1
C -21.5484 -23.8289 -22.7466 0.2 -0.4 0.7
H -17.4537 -23.5914 -22.9161 -0.3 0.0 -0.2
H -15.7983 -20.4505 -22.2873 0.1 -0.1 0.0
H -19.9056 -23.0121 -23.8358 0.0 0.2 -0.1
C -10.2633 -13.9464 -24.0841 1.0 -0.7 -0.1
H -21.4975 -19.2508 -16.8719 0.2 0.4 0.1
H -21.2915 -24.8513 -22.9965 -0.1 0.0 -0.1
C -20.6932 -19.4069 -17.5786 -0.3 -0.2 -0.6
C -21.1555 -21.4766 -22.9271 1.3 -1.1 -0.3
H -14.9316 -16.8894 -18.9580 -0.2 0.2 -0.1
H -13.5387 -17.0620 -21.0463 0.2 -0.1 0.3
C -25.6788 -19.0165 -18.9791 0.1 0.3 -0.8
H -17.4782 -22.4817 -24.2665 0.3 0.1 -0.2
C -19.0250 -16.5443 -25.5386 -0.4 0.1 0.0
H -26.1028 -21.0788 -19.0005 0.2 -0.3 -0.3
C -17.9536 -18.5259 -24.5845 1.0 -0.2 1.4
C -16.3069 -18.3963 -19.6447 0.3 0.1 0.1
C -14.3281 -17.7691 -20.8401 -0.1 0.3 -0.1
H -18.5887 -17.1825 -13.1025 0.1 0.3 0.0
C -15.4898 -23.2197 -23.5782 -0.3 0.2 -1.0
H -18.8827 -17.7765 -14.7430 0.3 0.0 0.1
H -16.2347 -17.4302 -23.7680 -0.2 -0.3 0.2
H -13.3760 -17.6124 -14.9576 0.0 0.1 0.0
H -21.8748 -20.8361 -18.6949 0.0 -0.1 0.4
H -11.6381 -15.5862 -18.0884 0.0 0.1 -0.1
C -22.5846 -23.5941 -21.8444 -0.2 -0.1 -0.7
H -14.1089 -21.0771 -18.4742 0.2 -0.3 0.2
H -11.7936 -21.8336 -17.7918 -0.2 0.1 0.6
Cl -12.1391 -19.8713 -16.4761 -0.1 0.1 0.2
Cl -15.2347 -14.4659 -21.2808 0.1 0.2 -0.3
H -20.5016 -20.7064 -23.3142 -0.4 0.4 0.2